# 1
The following is a DFT calculation (ωB97M-V/def2-TZVPD) of one molecule with the formula C3H10N2OS at a distorted geometry.

Computed properties:
Highest occupied orbital energy   -0.3139 Ha
DFT total energy   -19133.2660 eV
Lowest unoccupied orbital energy   0.7 eV

The geometry in ORCA input format:
```
! RIJCOSX wB97M-V def2-TZVPD def2/J DEFGRID3
* xyz 0 1
S 0.135 -0.185 0.951
O 3.438 -0.458 -0.193
N 0.265 -1.535 0.193
N 1.495 0.870 0.517
C 2.357 0.448 -0.496
C -2.507 -0.244 0.192
C -1.170 0.487 -0.110
H -2.809 0.169 1.193
H 2.803 1.274 -0.979
H -2.404 -1.286 0.161
H -1.060 1.629 -0.041
H 1.766 0.079 -1.250
H -3.178 -0.073 -0.506
H 2.912 -1.159 0.251
H 1.883 1.172 1.407
H -0.763 0.181 -1.173
H 0.837 -2.300 0.476
*
```

***

# 2
The following is a DFT calculation (ωB97M-V/def2-TZVPD) of one molecule with the formula C4H9NO at a distorted geometry.

Computed properties:
Highest occupied orbital energy   -0.3128 Ha
Structure (SMILES)   C=C(CC)ON
DFT total energy   -7828.2338 eV
Lowest unoccupied orbital energy   1.0 eV

The geometry in ORCA input format:
```
! RIJCOSX wB97M-V def2-TZVPD def2/J DEFGRID3
* xyz 0 1
O -1.593 0.047 -0.181
N -1.364 1.450 0.180
C 0.754 -0.064 0.782
C -0.582 -2.029 -0.136
C 1.477 0.610 -0.481
C -0.481 -0.730 0.206
H -1.267 1.950 -0.715
H 0.429 0.624 1.578
H 1.352 1.661 -0.246
H -1.410 -2.406 -0.662
H -2.369 1.738 0.583
H 0.772 0.380 -1.284
H 1.412 -0.980 1.210
H 2.516 0.402 -0.696
H 0.353 -2.652 -0.140
*
```

***

# 3
The following is a DFT calculation (ωB97M-V/def2-TZVPD) of an isolated ion of composition C8H6NO2S3 and charge -1 at a distorted geometry.

Computed properties:
Highest occupied orbital energy   -0.1537 Ha
DFT total energy   -46484.8095 eV
Lowest unoccupied orbital energy   2.7 eV

The geometry in ORCA input format:
```
! RIJCOSX wB97M-V def2-TZVPD def2/J DEFGRID3
* xyz -1 1
S -3.970 0.185 0.441
S 2.603 -0.658 0.304
S -4.320 1.729 -0.762
O -3.119 -1.249 -0.482
O -3.033 0.548 1.472
N 0.987 1.262 -0.288
C -1.097 -0.002 -0.757
C 0.971 -1.056 -0.051
C 0.259 0.112 -0.354
C -1.053 -2.293 -0.035
C 3.179 2.079 0.192
C 2.187 1.087 0.125
C 0.343 -2.190 0.125
C -1.796 -1.210 -0.496
H 3.113 2.593 -0.695
H 2.818 2.793 0.924
H -1.422 -3.343 0.143
H -1.660 0.945 -0.655
H 0.905 -3.021 0.393
H 4.105 1.691 0.456
*
```

***

# 4
The following is a DFT calculation (ωB97M-V/def2-TZVPD) of C17H15BiBrO2 as an isolated structure at a distorted geometry.

Computed properties:
Highest occupied orbital energy   -0.1492 Ha
DFT total energy   -97850.1024 eV
Lowest unoccupied orbital energy   2.7 eV

The geometry in ORCA input format:
```
! RIJCOSX wB97M-V def2-TZVPD def2/J DEFGRID3
* xyz -1 1
Bi 0.477 -1.215 -0.703
Br 1.534 -3.350 0.150
O -1.210 2.023 0.717
O 0.095 0.119 0.942
C 1.716 1.593 -2.282
C -1.191 -1.379 -3.604
C 1.589 0.865 -3.499
C 0.127 -0.099 3.344
C -1.846 -0.214 -3.115
C -0.626 1.151 1.362
C 2.289 -0.360 -3.387
C -1.198 1.957 3.633
C 2.906 -0.414 -2.087
C -0.425 0.659 5.531
C -2.306 -0.459 -1.794
C -1.131 1.782 5.024
C 2.544 0.818 -1.381
C -1.898 -1.829 -1.428
C 0.209 -0.297 4.710
C -0.562 1.024 2.831
C -1.209 -2.381 -2.606
H 1.322 2.601 -2.072
H -2.048 0.690 -3.702
H 0.762 -1.181 5.057
H 2.397 -1.114 -4.171
H 1.084 1.219 -4.395
H -1.614 2.506 5.687
H -2.920 0.210 -1.159
H 0.574 -0.794 2.637
H -0.803 -1.496 -4.617
H -0.836 -3.409 -2.682
H -0.350 0.495 6.605
H -2.241 -2.404 -0.548
H 2.923 1.133 -0.393
H -1.702 2.755 3.089
H 3.567 -1.206 -1.695
*
```

***

# 5
The following is a DFT calculation (ωB97M-V/def2-TZVPD) of C13H61BaN19O17 as an isolated structure at a distorted geometry.

Computed properties:
Highest occupied orbital energy   -0.4764 Ha
DFT total energy   -78286.9051 eV
Lowest unoccupied orbital energy   -3.8 eV

The geometry in ORCA input format:
```
! RIJCOSX wB97M-V def2-TZVPD def2/J DEFGRID3
* xyz 2 1
Ba -0.458 -0.396 -1.886
O 2.170 2.966 2.533
O -4.044 1.187 -2.620
O -2.279 0.787 2.757
O 2.935 -1.421 1.519
O 0.093 -0.610 -6.069
O -0.230 -2.669 -0.361
O -2.810 -0.534 -0.119
O 1.828 0.362 -0.202
O -2.629 -2.954 1.442
O -1.608 0.962 -4.137
O -0.791 1.934 -0.582
O -3.886 0.870 -6.061
O 1.610 -2.268 4.572
O -2.373 -2.072 -3.029
O -6.340 1.776 -4.175
O 1.139 -1.734 -3.393
O 1.246 1.350 -3.044
N 0.252 -2.377 2.791
N 2.899 4.753 5.738
N -3.262 -3.552 -1.493
N 2.873 -2.561 -4.601
N -2.749 2.466 0.540
N 5.075 -0.733 1.186
N -0.674 0.963 4.197
N 4.224 -1.159 3.337
N -4.131 -3.310 -3.584
N 0.222 -3.919 4.645
N 1.803 -3.610 -0.111
N -0.063 0.720 2.011
N -0.016 -4.756 -1.119
N -2.088 3.712 -1.298
N 1.422 3.490 -2.468
N 2.155 2.842 -4.473
N -4.066 -1.880 2.970
N 3.230 -1.146 -2.688
N -4.150 -4.312 2.198
C 0.706 -2.824 3.992
C -3.555 -3.087 2.300
C 0.496 -3.634 -0.501
C 3.298 4.055 4.515
C 2.051 3.635 3.780
C 2.361 -1.799 -3.531
C -3.212 -2.914 -2.683
C 2.773 3.734 1.549
C -1.060 0.840 2.938
C 1.630 2.456 -3.292
C -1.848 2.655 -0.438
C 4.048 -1.111 2.047
C 4.227 2.868 4.798
H 3.823 4.732 3.848
H 0.997 3.209 -1.603
H 3.418 -1.319 3.940
H -4.119 -2.682 -4.394
H 2.497 -3.501 -4.668
H 3.875 -2.451 -4.848
H 2.944 -0.377 -2.133
H -3.504 -4.957 1.710
H -0.416 -4.609 4.178
H 2.666 3.304 0.532
H 0.739 -1.698 2.295
H -0.289 0.811 0.999
H 2.182 -2.890 0.523
H 1.704 1.287 0.082
H 1.919 2.237 -5.213
H -0.423 -2.839 2.189
H -7.078 2.202 -4.608
H 5.114 -0.922 3.785
H -0.953 -4.681 -1.615
H -4.962 -3.792 -3.320
H -3.807 0.436 -6.925
H 0.117 -3.714 5.681
H 4.389 2.280 3.870
H 5.120 3.306 5.132
H -3.061 4.112 -1.386
H -4.893 1.549 -3.019
H 4.109 -1.509 -2.441
H 3.823 2.341 5.634
H 0.002 -1.534 -5.738
H -2.509 1.801 1.293
H -2.562 0.895 -4.157
H 3.704 5.032 6.308
H 1.842 4.404 -2.508
H -2.690 -1.079 0.697
H 0.717 1.314 2.233
H 1.395 4.490 3.556
H -3.322 1.633 -6.241
H -4.289 -2.223 3.905
H -5.633 1.571 -4.854
H -4.092 -3.977 -1.235
H 2.294 -4.471 -0.053
H 0.223 0.920 4.560
H -1.617 3.606 -2.176
H -4.715 -4.599 2.950
H -3.376 -1.116 2.837
H 0.642 -5.399 -1.490
H 2.467 5.604 5.366
H 4.872 -0.679 0.184
H 5.854 -0.173 1.488
H -3.424 0.209 0.108
H 2.356 4.765 1.606
H 2.222 3.762 -4.638
H -4.194 0.196 -2.602
H -1.418 0.851 4.788
H -1.279 0.572 -4.937
H 1.369 2.955 4.331
H 1.049 -0.540 -6.322
H 3.904 3.798 1.631
H 2.176 -0.114 0.565
H -3.622 2.924 0.618
H -2.720 -3.300 -0.693
*
```

***

# 6
The following is a DFT calculation (ωB97M-V/def2-TZVPD) of C43H50GaN5 as an isolated structure.

Computed properties:
Highest occupied orbital energy   -0.2623 Ha
DFT total energy   -105232.3591 eV
Lowest unoccupied orbital energy   -0.1 eV

The geometry in ORCA input format:
```
! RIJCOSX wB97M-V def2-TZVPD def2/J DEFGRID3
* xyz 0 1
Ga -0.016 -0.251 -0.450
N 0.905 1.550 -0.679
N -1.814 -1.578 -0.499
N -1.699 1.199 -0.264
N -0.201 -0.548 1.595
N 3.355 0.083 -0.994
C 5.299 0.860 -2.821
C 0.986 -1.880 -1.038
C 5.447 -0.289 -2.103
C 1.688 -0.231 3.152
C -2.787 -3.123 0.883
C -1.213 2.432 0.029
C -3.906 2.012 0.130
C 0.195 2.592 -0.100
C -2.256 2.506 3.630
C -1.953 1.027 3.355
C 0.354 0.020 2.801
C 2.732 3.460 -3.321
C -4.695 -1.665 -2.601
C 0.723 3.781 0.369
C -0.014 1.083 4.929
C -1.039 -1.533 1.793
C 1.418 -1.244 -3.450
C 2.131 0.176 4.405
C -2.925 0.144 4.148
C 4.425 -0.636 -1.198
C -3.433 3.256 0.433
C -2.938 -3.156 -3.534
C -2.044 3.504 0.417
C 4.134 1.645 -2.668
C -2.746 -2.243 -1.192
C 1.940 1.940 -1.562
C 4.066 -0.581 2.366
C -3.183 -1.937 -2.619
C 1.292 0.824 5.295
C -2.476 -0.711 -3.207
C -1.830 -2.099 0.781
C 1.757 3.019 -2.409
C 3.164 1.206 -1.725
C 1.549 -3.646 -2.740
C 0.858 -2.302 -2.498
C 2.610 -1.033 2.255
C -3.367 -3.218 -0.367
C 3.917 2.800 -3.449
C 2.482 -2.525 2.584
C -2.994 0.992 -0.195
C -0.504 0.699 3.683
C -0.099 4.835 0.809
C -1.465 4.733 0.800
H 1.403 -4.001 -3.766
H -3.337 -0.017 -0.378
H -2.278 2.705 4.705
H -1.401 -0.752 -3.043
H 0.369 5.750 1.152
H 2.292 -0.891 1.223
H -4.106 4.061 0.707
H 4.507 -1.556 -0.621
H -4.954 -0.900 -1.864
H -3.958 0.389 3.886
H 4.693 -1.171 1.698
H 0.556 -2.653 -0.396
H 4.458 -0.724 3.375
H 1.656 1.124 6.270
H -2.768 -0.918 3.948
H 2.038 -1.777 -0.782
H 4.175 0.471 2.097
H 1.165 -4.410 -2.059
H -3.009 -3.702 1.770
H 0.816 3.552 -2.374
H -0.200 -2.436 -2.710
H 3.151 -0.028 4.702
H 6.055 1.176 -3.531
H 2.757 -2.712 3.626
H -4.963 1.786 0.150
H -5.258 -2.570 -2.361
H -3.236 2.775 3.227
H -3.580 -3.091 -4.417
H 2.495 -1.127 -3.300
H 6.320 -0.919 -2.213
H -2.801 0.306 5.223
H 0.959 -0.264 -3.278
H 1.458 -2.878 2.436
H -3.163 -4.090 -3.016
H -2.101 5.556 1.101
H 1.796 3.924 0.348
H -5.020 -1.318 -3.587
H -2.121 0.835 2.297
H -2.647 -0.673 -4.286
H -1.504 3.157 3.181
H -4.160 -3.890 -0.663
H -2.852 0.220 -2.778
H 4.679 3.128 -4.147
H -0.673 1.588 5.625
H 2.627 -3.549 -2.568
H -1.163 -1.920 2.803
H 3.140 -3.117 1.942
H 2.515 4.322 -3.941
H 1.248 -1.516 -4.495
H -1.906 -3.202 -3.880
*
```

***

# 7
The following is a DFT calculation (ωB97M-V/def2-TZVPD) of one molecule with the formula C8H11N3O3 at a distorted geometry.

Computed properties:
Highest occupied orbital energy   -0.3657 Ha
DFT total energy   -19081.1135 eV
Lowest unoccupied orbital energy   -0.6 eV

The geometry in ORCA input format:
```
! RIJCOSX wB97M-V def2-TZVPD def2/J DEFGRID3
* xyz 0 1
O -0.828 1.936 3.365
O -2.662 1.371 4.399
O 0.929 -0.223 3.015
N -1.651 1.127 3.721
N -3.114 -1.924 3.569
N -2.359 -1.082 3.473
C -1.403 -0.230 3.392
C -0.490 -0.886 1.055
C 0.710 -1.209 0.137
C -0.627 1.509 0.135
C 0.591 1.143 -0.815
C 1.458 0.102 -0.246
C -1.356 0.160 0.416
C -0.125 -0.469 2.443
H -1.038 -1.825 1.250
H 2.183 0.499 0.563
H -0.275 1.922 0.989
H -1.736 -0.256 -0.649
H -2.286 0.362 0.959
H 0.085 0.710 -1.668
H 1.259 -2.000 0.419
H 0.252 -1.540 -0.906
H 1.141 2.059 -1.063
H -1.130 2.279 -0.284
H 2.186 -0.287 -0.904
*
```

***

# 8
The following is a DFT calculation (ωB97M-V/def2-TZVPD) of C4H6OS as an isolated structure at a distorted geometry.

Computed properties:
Highest occupied orbital energy   -0.3280 Ha
DFT total energy   -17126.1434 eV
Lowest unoccupied orbital energy   -0.4 eV

The geometry in ORCA input format:
```
! RIJCOSX wB97M-V def2-TZVPD def2/J DEFGRID3
* xyz 0 1
S 2.669 -0.291 -0.029
O -0.817 1.053 -0.124
C -0.945 -1.365 0.219
C 1.163 0.270 -0.049
C 0.460 1.588 0.179
C -0.208 -0.206 -0.449
H -0.532 -2.310 -0.167
H 0.789 2.344 -0.556
H -0.834 -1.302 1.338
H -2.005 -1.371 -0.077
H 0.530 1.961 1.211
H -0.269 -0.371 -1.498
*
```

***

# 9
The following is a DFT calculation (ωB97M-V/def2-TZVPD) of one molecule with the formula C16H13ClN2O4 at a distorted geometry.

Computed properties:
Highest occupied orbital energy   -0.2830 Ha
Structure (SMILES)   O=C(CCl)Nc1ccccc1C(=O)Nc1ccc2c(c1)OCO2
DFT total energy   -40496.2804 eV
Lowest unoccupied orbital energy   0.6 eV

The geometry in ORCA input format:
```
! RIJCOSX wB97M-V def2-TZVPD def2/J DEFGRID3
* xyz 0 1
Cl -1.998 -3.962 -1.237
O 5.504 0.006 -0.511
O -0.639 1.941 -1.809
O 4.413 -1.047 1.226
O -0.947 -1.361 1.485
N 0.091 0.788 0.031
N -2.288 -1.210 -0.332
C -2.918 2.436 0.067
C 2.163 -0.166 0.707
C -2.904 0.040 -0.029
C 3.490 1.126 -1.435
C 2.120 1.284 -1.243
C 5.664 -0.843 0.604
C -0.846 1.360 -0.764
C -1.428 -1.844 0.477
C -1.001 -3.242 0.047
C -4.223 2.419 0.523
C 4.169 0.327 -0.550
C -4.877 1.211 0.694
C -4.222 0.027 0.411
C -2.239 1.252 -0.202
C 1.464 0.653 -0.194
C 3.511 -0.310 0.504
H 6.073 -1.812 0.275
H 1.656 -0.662 1.519
H -4.732 3.347 0.736
H 0.027 -3.189 -0.319
H -0.244 0.304 0.861
H -1.034 -3.901 0.915
H -2.688 -1.745 -1.095
H 1.555 1.901 -1.921
H 3.999 1.615 -2.248
H 6.361 -0.381 1.323
H -4.727 -0.920 0.530
H -2.405 3.372 -0.094
H -5.899 1.188 1.042
*
```

***

# 10
The following is a DFT calculation (ωB97M-V/def2-TZVPD) of C26H48O22PS3Tl as an isolated structure at a distorted geometry.

Computed properties:
Highest occupied orbital energy   -0.3574 Ha
DFT total energy   -119264.3703 eV
Lowest unoccupied orbital energy   -4.6 eV

The geometry in ORCA input format:
```
! RIJCOSX wB97M-V def2-TZVPD def2/J DEFGRID3
* xyz 0 1
Tl 4.581 2.436 2.188
S 2.730 7.097 0.167
S 3.809 -1.569 5.820
S 6.454 -2.069 -0.304
P 0.929 1.225 0.651
O -3.920 1.397 5.422
O -0.554 0.771 0.202
O 6.755 -0.658 0.344
O -5.269 -5.322 2.001
O -4.152 -3.388 1.395
O -0.043 -4.452 -1.235
O -3.622 0.760 7.611
O -1.460 -6.198 -0.874
O -1.003 -0.597 -6.349
O 4.665 -0.851 4.789
O -2.425 -0.170 5.858
O -1.553 5.213 -3.360
O -5.711 -4.209 0.026
O 1.737 1.974 -0.363
O -3.257 6.070 -2.380
O -2.317 7.276 -4.133
O 2.001 0.060 1.100
O 1.003 2.065 1.944
O 0.464 -5.883 0.387
O -1.079 0.984 -7.903
O 0.378 1.041 -6.171
O 3.437 6.146 1.175
C -3.186 2.449 3.562
C -3.092 4.784 -1.716
C 0.329 -2.371 -5.412
C 2.833 -5.401 0.497
C -6.304 -2.234 -1.012
C -4.212 -2.414 0.418
C 2.079 -1.386 5.254
C 5.747 -1.292 -1.875
C 0.790 0.168 -5.095
C -2.044 4.087 -2.699
C 1.423 -4.826 0.558
C -5.155 -4.358 1.226
C -0.402 -5.572 -0.587
C -0.548 0.472 -6.928
C -0.193 -0.990 -5.206
C 3.926 -3.389 5.454
C -2.322 6.290 -3.389
C -5.093 -3.111 -0.660
C 2.163 6.162 -1.271
C -3.402 1.098 4.186
C 1.108 -3.878 -0.632
C 1.051 7.229 0.984
C -2.096 0.390 4.542
C -3.356 0.690 6.416
C 7.993 -2.703 -1.094
C -4.414 4.077 -1.638
H 1.450 5.337 -1.250
H 1.997 -3.714 -1.240
H 1.330 -4.261 1.486
H 1.589 6.853 -1.889
H 0.446 7.934 0.414
H 2.960 5.892 -1.963
H 8.370 -1.749 -1.462
H -0.809 -1.018 -4.308
H 3.922 -3.877 6.428
H -4.698 3.717 -2.627
H 4.807 -3.617 4.853
H -2.604 5.139 -0.808
H -4.668 -1.513 0.830
H 3.391 -5.197 -0.416
H -2.375 3.038 3.990
H -1.315 1.150 4.533
H 0.723 -2.940 -0.233
H 8.720 -3.217 -0.465
H 6.448 -0.548 -2.253
H 0.942 -2.731 -4.586
H -0.526 -3.032 -5.561
H 4.781 -0.825 -1.688
H -4.380 -3.158 -1.482
H 2.896 -6.480 0.635
H -6.957 -2.784 -1.690
H 5.650 -2.106 -2.593
H 1.822 -1.787 4.274
H 0.556 0.552 -4.102
H -5.185 4.713 -1.203
H 7.856 -3.239 -2.033
H -1.326 3.602 -2.038
H -5.946 -1.341 -1.525
H 1.400 -1.833 5.980
H 3.369 -4.981 1.349
H 0.824 -2.434 -6.381
H -4.151 3.275 -0.948
H -2.525 3.333 -3.322
H 0.475 6.305 0.940
H -3.255 -2.190 -0.055
H -6.856 -1.994 -0.104
H -2.904 2.281 2.523
H -1.989 -0.275 3.685
H 1.821 -0.181 -5.144
H 3.046 -3.780 4.944
H -4.136 0.404 3.778
H -4.127 2.999 3.572
H 1.930 -0.307 5.217
H 1.014 7.466 2.047
*
```